A molecular structure, C30H53AsIrN3O2P2Si in a non-equilibrium geometry. Source: the OMol25 dataset; level of theory: ωB97M-V with the def2-TZVPD basis set.

The geometry in XYZ format:
```
93
C30H53AsIrN3O2P2Si ωB97M-V with the def2-TZVPD basis set
Ir -0.28958 0.06469 0.98900
C -0.84968 1.47929 4.54040
P 0.12052 0.37099 3.45990
C 0.10372 -1.22561 4.35670
C 1.86092 0.87409 3.67980
C 2.33572 1.24209 4.93720
C 3.67402 1.54139 5.12260
C 4.55282 1.48209 4.05260
C 4.09072 1.13019 2.79810
C 2.74702 0.82239 2.60280
P 2.22422 0.26889 0.94100
C 3.13542 1.36599 -0.22290
C 3.16892 -1.29511 0.79490
H -0.56878 1.33779 5.58270
H -1.90868 1.25389 4.43740
H -0.67788 2.51059 4.24510
H 0.48072 -1.08961 5.37010
H 0.73632 -1.93991 3.83340
H -0.91018 -1.61731 4.40320
H 1.66932 1.28489 5.78560
H 4.03342 1.81419 6.10170
H 5.59832 1.70219 4.19860
H 4.78482 1.07819 1.97180
H 4.04412 0.88029 -0.57500
H 3.39552 2.30029 0.27110
H 2.49872 1.58449 -1.07990
H 4.20842 -1.12361 1.07520
H 3.12652 -1.65331 -0.23170
H 2.74142 -2.04501 1.45650
O -0.07238 2.80059 1.54360
C 0.16312 2.94809 0.32900
O 0.13922 2.04929 -0.52640
C 0.55212 4.38749 -0.11660
N 0.52102 5.22439 1.11620
C -0.44608 6.34119 0.91600
C -1.39888 5.78919 -0.13590
C -0.47388 5.01079 -1.06910
H 1.54762 4.34749 -0.56110
H 1.44042 5.56039 1.40720
H 0.16852 4.51649 1.82220
H 0.08392 7.22259 0.55040
H -0.93948 6.60419 1.85110
H -1.93318 6.57809 -0.65700
H -2.12478 5.11929 0.32640
H 0.02222 5.68029 -1.77090
H -0.99858 4.24719 -1.64100
C -0.60038 0.60399 -4.65430
As -0.14028 -0.14181 -2.89540
C 1.64822 -0.85461 -3.28420
C -1.37308 -1.76421 -2.74140
C -1.05968 -2.75531 -3.77320
C -1.72628 -2.72811 -5.00870
C -1.55298 -3.74511 -5.92450
C -0.69748 -4.80551 -5.63870
C 0.00062 -4.82581 -4.43130
C -0.14788 -3.79671 -3.52590
H -0.43118 -0.12641 -5.44480
H 0.03782 1.46699 -4.84610
H -1.63758 0.93549 -4.68200
H 1.62092 -1.55341 -4.11750
H 2.06572 -1.34631 -2.40870
H 2.29762 -0.02421 -3.55730
H -2.37198 -1.34251 -2.86120
H -1.23448 -2.13811 -1.72900
H -2.41508 -1.92281 -5.22260
H -2.08378 -3.71241 -6.86320
H -0.56128 -5.59971 -6.35740
H 0.66622 -5.64671 -4.21260
H 0.41852 -3.79621 -2.60390
C -1.44418 -5.23561 0.07260
N -0.17278 -4.57761 0.30950
C 0.98172 -5.44861 0.43030
C -0.07788 -3.32001 0.53210
N 0.04182 -2.17251 0.70160
H -1.64008 -5.96231 0.86450
H -1.40168 -5.77511 -0.87680
H -2.25918 -4.51611 0.03990
H 0.86012 -6.11751 1.28530
H 1.89252 -4.86831 0.55520
H 1.07022 -6.05521 -0.47250
C -3.45898 1.20979 1.96030
Si -2.72588 0.28569 0.42440
C -3.58318 -1.45211 0.34760
C -3.16378 1.33199 -1.13610
H -4.46608 1.53839 1.71350
H -2.88148 2.08549 2.24170
H -3.53538 0.55049 2.82000
H -4.65048 -1.29311 0.47470
H -3.25758 -2.11111 1.14750
H -3.43758 -1.96391 -0.59800
H -4.17278 1.09659 -1.46910
H -2.47938 1.17289 -1.97290
H -3.13788 2.39129 -0.89340
```

The value obtained for the electronic energy is -130644.153 eV. Its multiplicity is 2. Its charge is +3. For the HOMO energy (spin up / spin down), the calculation gives -15.34 / -15.33 eV. The relative energy (zero: lowest compared OMol25 entry of this formula, charge and spin) is 413.1 kJ/mol. The value obtained for the LUMO energy (spin up / spin down) is -8.7 / -10.8 eV.